Entry 1:
{"formula": "C42H110BF4N6O14", "method": "ωB97M-V/def2-TZVPD", "total_energy_ha": -3471.56825, "charge": 3, "homo_ev": -12.12, "e_above_lowest_kj_mol": 0.0, "multiplicity": 1, "homo_lumo_gap_ev": 6.488, "symbols": ["C", "C", "C", "O", "H", "H", "H", "H", "H", "H", "H", "C", "C", "C", "O", "H", "H", "H", "H", "H", "H", "H", "C", "O", "C", "C", "N", "H", "H", "C", "C", "O", "C", "H", "H", "H", "H", "H", "H", "H", "H", "H", "H", "H", "H", "H", "H", "C", "O", "C", "C", "N", "H", "H", "C", "C", "O", "C", "H", "H", "H", "H", "H", "H", "H", "H", "H", "H", "H", "H", "H", "H", "C", "O", "C", "C", "N", "H", "H", "C", "C", "O", "C", "H", "H", "H", "H", "H", "H", "H", "H", "H", "H", "H", "H", "H", "H", "C", "O", "C", "C", "N", "H", "H", "C", "C", "O", "C", "H", "H", "H", "H", "H", "H", "H", "H", "H", "H", "H", "H", "H", "H", "C", "O", "C", "C", "N", "H", "H", "C", "C", "O", "C", "H", "H", "H", "H", "H", "H", "H", "H", "H", "H", "H", "H", "H", "H", "C", "O", "C", "C", "N", "H", "H", "C", "C", "O", "C", "H", "H", "H", "H", "H", "H", "H", "H", "H", "H", "H", "H", "H", "H", "B", "F", "F", "F", "F"], "positions_angstrom": [[-2.984, 3.881, -2.378], [-2.404, 5.087, -1.640], [-2.971, 6.370, -2.278], [-2.453, 5.049, -0.259], [-2.461, 2.934, -2.195], [-2.827, 4.031, -3.456], [-4.065, 3.718, -2.326], [-1.327, 5.132, -1.905], [-2.989, 6.414, -3.367], [-2.576, 7.294, -1.856], [-4.032, 6.387, -1.993], [-0.510, 1.016, -1.110], [0.023, 0.590, 0.258], [1.522, 0.401, 0.274], [-0.354, 1.499, 1.277], [-0.139, 0.258, -1.808], [-0.179, 1.987, -1.481], [-1.595, 0.938, -1.198], [-0.417, -0.350, 0.634], [1.889, -0.098, 1.178], [2.114, 1.295, 0.062], [1.844, -0.312, -0.499], [-5.421, 5.381, 3.958], [-4.611, 4.640, 3.049], [-4.632, 3.257, 3.358], [-3.291, 2.677, 2.984], [-3.017, 2.788, 1.503], [-2.890, 3.729, 1.081], [-2.134, 2.303, 1.278], [-4.016, 2.187, 0.584], [-4.048, 0.652, 0.596], [-4.870, 0.216, 1.664], [-5.257, -1.141, 1.515], [-4.949, 5.511, 4.934], [-6.400, 4.910, 4.065], [-5.592, 6.371, 3.541], [-5.407, 2.735, 2.796], [-4.744, 3.144, 4.438], [-3.270, 1.588, 3.066], [-2.432, 3.163, 3.442], [-3.723, 2.403, -0.443], [-5.005, 2.599, 0.760], [-3.039, 0.227, 0.658], [-4.560, 0.388, -0.336], [-6.202, -1.296, 2.033], [-4.504, -1.852, 1.861], [-5.513, -1.405, 0.482], [-6.008, -0.508, -3.536], [-4.977, 0.118, -4.291], [-3.767, -0.037, -3.594], [-2.640, 0.566, -4.404], [-2.397, -0.034, -5.751], [-3.119, 0.155, -6.459], [-1.574, 0.418, -6.148], [-2.123, -1.521, -5.812], [-3.419, -2.280, -6.032], [-4.236, -1.523, -6.898], [-5.493, -2.060, -7.271], [-6.215, 0.008, -2.587], [-5.884, -1.557, -3.261], [-6.936, -0.339, -4.081], [-3.440, -1.077, -3.437], [-3.825, 0.320, -2.559], [-1.731, 0.349, -3.837], [-2.655, 1.647, -4.537], [-1.694, -1.824, -4.859], [-1.436, -1.646, -6.646], [-4.006, -2.320, -5.105], [-3.276, -3.314, -6.351], [-6.205, -1.986, -6.441], [-5.426, -3.118, -7.527], [-5.877, -1.414, -8.054], [2.986, -3.213, 2.235], [1.932, -4.068, 1.859], [1.491, -3.807, 0.536], [0.714, -4.995, 0.015], [-0.438, -5.338, 0.886], [-0.130, -5.254, 1.859], [-1.039, -4.501, 0.815], [-1.228, -6.596, 0.557], [-2.452, -6.591, 1.469], [-3.169, -5.365, 1.449], [-3.604, -4.971, 0.140], [3.011, -3.176, 3.330], [2.858, -2.176, 1.913], [3.957, -3.664, 2.004], [2.343, -3.692, -0.144], [0.909, -2.881, 0.478], [1.320, -5.904, -0.067], [0.464, -4.865, -1.038], [-0.536, -7.370, 0.890], [-1.365, -6.675, -0.516], [-2.212, -6.777, 2.512], [-3.131, -7.361, 1.091], [-3.830, -3.907, 0.198], [-4.486, -5.526, -0.174], [-2.792, -4.988, -0.586], [4.335, 3.337, 0.230], [2.961, 3.563, 0.034], [2.633, 4.849, -0.412], [1.127, 4.913, -0.579], [0.355, 4.370, 0.602], [-0.646, 4.463, 0.326], [0.466, 3.345, 0.662], [0.652, 4.942, 1.943], [0.288, 6.405, 2.064], [1.104, 7.179, 1.208], [0.900, 8.563, 1.410], [4.456, 2.498, 0.916], [4.791, 4.223, 0.680], [4.816, 3.053, -0.712], [3.070, 5.053, -1.399], [3.053, 5.651, 0.205], [0.780, 4.246, -1.369], [0.669, 5.886, -0.735], [1.695, 4.684, 2.125], [0.034, 4.385, 2.650], [0.436, 6.730, 3.099], [-0.762, 6.548, 1.781], [1.372, 8.914, 2.334], [-0.162, 8.814, 1.490], [1.339, 9.103, 0.575], [10.926, -5.972, -1.535], [9.987, -5.014, -1.021], [9.827, -3.927, -1.893], [8.714, -3.080, -1.287], [7.522, -3.957, -1.071], [7.014, -4.015, -1.952], [7.841, -4.894, -0.809], [6.534, -3.595, 0.079], [6.332, -2.113, 0.164], [5.481, -1.725, -0.894], [4.783, -0.511, -0.624], [11.944, -5.630, -1.345], [10.690, -6.204, -2.574], [10.803, -6.877, -0.941], [9.561, -4.315, -2.884], [10.718, -3.295, -1.961], [8.346, -2.175, -1.765], [9.148, -2.719, -0.352], [7.046, -3.968, 0.966], [5.648, -4.203, -0.076], [7.235, -1.520, 0.341], [5.857, -1.921, 1.139], [3.823, -0.699, -0.136], [4.590, 0.020, -1.552], [5.329, 0.085, 0.111], [4.185, 0.376, 2.817], [3.080, 0.258, 3.705], [2.275, 1.450, 3.703], [1.035, 1.236, 4.534], [-0.017, 0.428, 3.813], [-0.872, 0.555, 4.357], [-0.176, 0.898, 2.885], [0.297, -1.032, 3.773], [-0.962, -1.827, 3.471], [-1.822, -1.800, 4.570], [-2.826, -2.791, 4.547], [4.824, -0.466, 3.089], [4.794, 1.265, 3.011], [3.849, 0.343, 1.784], [2.042, 1.736, 2.672], [2.960, 2.185, 4.140], [0.548, 2.177, 4.797], [1.301, 0.812, 5.502], [0.569, -1.288, 4.800], [1.173, -1.277, 3.182], [-0.706, -2.864, 3.225], [-1.432, -1.399, 2.572], [-2.515, -3.758, 4.146], [-3.721, -2.426, 4.034], [-3.199, -2.993, 5.552], [-1.371, -3.078, -2.206], [-1.206, -1.749, -2.626], [-2.703, -3.464, -2.471], [-0.445, -3.887, -2.867], [-1.224, -3.173, -0.801]], "mulliken_charge": [-1.083, 1.168, -1.796, -1.016, -0.226, 0.593, 0.442, -0.482, 0.362, 0.397, 0.416, -0.680, 0.641, -0.951, 0.517, 0.582, 0.011, -0.512, -0.428, -0.600, -0.101, 0.939, -0.858, -0.221, -0.910, -0.195, 1.629, 0.517, -1.133, 0.548, 0.126, -0.410, -0.502, 0.332, 0.343, 0.242, 0.361, 0.568, 0.203, 0.428, -1.337, 0.723, -0.251, 0.341, 0.362, -0.022, 0.236, -0.822, -0.478, 1.428, -1.015, -0.081, 0.486, 0.468, -0.243, -0.391, -0.398, -0.707, 0.270, 0.315, 0.382, -0.169, -0.576, 0.319, 0.446, -0.177, 0.551, 0.065, 0.624, 0.248, 0.303, 0.274, -0.739, -0.437, 0.811, -1.446, 0.205, 0.476, 0.109, -0.641, -0.574, -0.303, -0.160, 0.386, 0.225, 0.312, 0.343, -0.187, 0.652, 0.204, 0.448, 0.366, 0.355, 0.386, -0.132, 0.455, 0.028, -0.463, -0.051, -1.443, -0.935, 2.459, -0.434, -1.315, -0.240, -0.974, -0.235, -0.854, -0.159, 0.436, 0.234, 0.481, 0.583, 0.657, 0.654, 0.525, 0.004, 0.493, 0.419, 0.307, 0.334, 0.280, -0.726, -0.368, -0.663, -0.719, -0.023, 0.425, 0.421, -1.313, 0.463, -0.433, -0.447, 0.290, 0.345, 0.253, 0.413, 0.427, 0.482, 0.358, 0.405, 0.496, 0.397, -0.093, -0.114, 0.370, 0.406, -0.566, -0.441, 0.445, -1.303, 1.156, 0.567, -1.164, -0.470, -0.167, -0.504, -0.590, 0.267, 0.526, -0.077, -0.354, 0.644, 0.533, 0.426, 0.618, 0.004, 0.323, 0.076, 0.280, 0.191, 0.310, 0.212, -0.296, -0.436, -0.354, -0.247]}



Entry 2:
{"formula": "C42H111N7O14", "method": "ωB97M-V/def2-TZVPD", "total_energy_ha": -3103.10593, "charge": 0, "homo_ev": -8.48, "e_above_lowest_kj_mol": 219.0, "multiplicity": 1, "homo_lumo_gap_ev": 9.072, "symbols": ["C", "O", "C", "C", "C", "N", "H", "H", "H", "H", "H", "H", "H", "H", "H", "H", "H", "C", "O", "C", "C", "C", "N", "H", "H", "H", "H", "H", "H", "H", "H", "H", "H", "H", "C", "O", "C", "C", "C", "N", "H", "H", "H", "H", "H", "H", "H", "H", "H", "H", "H", "C", "O", "C", "C", "N", "C", "C", "O", "C", "H", "H", "H", "H", "H", "H", "H", "H", "H", "H", "H", "H", "H", "H", "H", "C", "O", "C", "C", "N", "C", "C", "O", "C", "H", "H", "H", "H", "H", "H", "H", "H", "H", "H", "H", "H", "H", "H", "H", "C", "O", "C", "C", "N", "C", "C", "O", "C", "H", "H", "H", "H", "H", "H", "H", "H", "H", "H", "H", "H", "H", "H", "H", "C", "O", "C", "C", "N", "C", "C", "O", "C", "H", "H", "H", "H", "H", "H", "H", "H", "H", "H", "H", "H", "H", "H", "H", "C", "C", "O", "H", "H", "H", "H", "H", "H", "C", "C", "O", "H", "H", "H", "H", "H", "H", "C", "C", "O", "H", "H", "H", "H", "H", "H"], "positions_angstrom": [[-6.631, -3.447, -6.975], [-6.344, -3.580, -8.340], [-6.131, -2.334, -8.985], [-6.194, -2.547, -10.509], [-4.985, -3.331, -10.951], [-6.188, -1.226, -11.145], [-6.889, -4.405, -6.519], [-7.585, -2.893, -6.936], [-5.908, -2.932, -6.339], [-7.082, -1.802, -8.820], [-5.259, -1.761, -8.670], [-7.114, -3.121, -10.682], [-5.025, -3.553, -12.017], [-4.914, -4.249, -10.360], [-4.107, -2.766, -10.630], [-7.016, -0.791, -10.734], [-6.391, -1.400, -12.126], [-6.349, -8.330, -0.191], [-5.507, -8.513, -1.302], [-4.574, -9.558, -1.221], [-3.616, -9.600, -2.378], [-4.171, -10.131, -3.684], [-2.289, -10.268, -2.163], [-6.913, -7.403, -0.219], [-5.625, -8.232, 0.640], [-6.961, -9.184, 0.121], [-4.048, -9.461, -0.258], [-4.992, -10.567, -1.089], [-3.165, -8.618, -2.584], [-5.045, -9.548, -3.980], [-4.295, -11.216, -3.705], [-3.497, -10.027, -4.543], [-1.691, -9.961, -2.920], [-1.801, -9.901, -1.348], [-8.724, -8.413, -7.267], [-8.565, -9.816, -7.292], [-9.553, -10.529, -6.590], [-9.141, -12.005, -6.528], [-9.127, -12.616, -7.930], [-10.061, -12.731, -5.647], [-9.626, -7.991, -7.714], [-7.863, -7.951, -7.751], [-8.677, -8.070, -6.227], [-9.653, -10.168, -5.555], [-10.589, -10.453, -6.947], [-8.154, -12.158, -6.090], [-8.700, -11.973, -8.698], [-10.113, -12.969, -8.237], [-8.483, -13.500, -7.931], [-9.959, -12.324, -4.720], [-11.035, -12.622, -5.907], [-2.201, -5.430, -9.100], [-3.327, -6.143, -8.587], [-3.187, -6.548, -7.245], [-4.618, -6.729, -6.649], [-5.022, -8.112, -6.341], [-5.095, -8.935, -7.558], [-5.433, -10.381, -7.257], [-4.256, -11.049, -6.902], [-4.190, -12.433, -7.122], [-1.327, -6.014, -8.811], [-2.135, -4.470, -8.571], [-2.354, -5.145, -10.135], [-2.700, -5.750, -6.671], [-2.536, -7.426, -7.170], [-5.219, -6.419, -7.508], [-4.784, -6.013, -5.847], [-4.237, -8.499, -5.825], [-4.144, -8.893, -8.102], [-5.792, -8.566, -8.313], [-5.844, -10.693, -8.230], [-6.252, -10.476, -6.539], [-4.550, -12.691, -8.124], [-4.815, -12.947, -6.382], [-3.170, -12.804, -7.045], [-0.996, -7.053, -4.212], [-1.429, -5.998, -3.404], [-2.762, -5.585, -3.591], [-3.182, -4.833, -2.312], [-2.406, -3.622, -2.090], [-2.736, -2.749, -0.953], [-4.001, -1.986, -1.288], [-5.171, -2.803, -1.188], [-6.226, -2.198, -1.911], [0.060, -7.247, -4.041], [-1.315, -6.823, -5.237], [-1.496, -8.011, -3.997], [-3.490, -6.407, -3.608], [-2.823, -5.049, -4.544], [-3.016, -5.494, -1.453], [-4.220, -4.528, -2.422], [-1.409, -3.776, -2.123], [-1.939, -2.008, -0.920], [-2.864, -3.332, -0.033], [-3.841, -1.548, -2.276], [-4.178, -1.188, -0.555], [-6.102, -2.218, -2.997], [-6.362, -1.149, -1.622], [-7.110, -2.771, -1.635], [-4.534, -0.743, -5.067], [-5.947, -0.847, -4.992], [-6.529, 0.288, -5.612], [-8.026, 0.276, -5.344], [-8.309, 0.786, -3.993], [-9.730, 0.761, -3.691], [-10.333, -0.640, -3.604], [-9.724, -1.254, -2.474], [-10.428, -2.397, -2.035], [-4.076, -0.113, -4.297], [-4.252, -0.459, -6.083], [-4.129, -1.717, -4.777], [-6.396, 0.071, -6.682], [-6.224, 1.294, -5.311], [-8.428, -0.724, -5.532], [-8.462, 0.938, -6.098], [-7.877, 0.100, -3.375], [-10.242, 1.305, -4.494], [-9.977, 1.301, -2.776], [-10.115, -1.278, -4.463], [-11.408, -0.473, -3.464], [-9.888, -2.761, -1.162], [-10.380, -3.200, -2.782], [-11.485, -2.194, -1.843], [-13.844, -3.746, -12.536], [-12.558, -3.932, -11.996], [-12.636, -4.266, -10.608], [-11.277, -4.466, -10.003], [-11.338, -4.339, -8.549], [-10.175, -4.859, -7.840], [-10.321, -4.614, -6.351], [-11.073, -5.704, -5.824], [-11.266, -5.600, -4.433], [-14.489, -4.592, -12.270], [-13.673, -3.683, -13.612], [-14.444, -2.852, -12.325], [-13.114, -5.254, -10.641], [-13.232, -3.617, -9.963], [-10.572, -3.677, -10.287], [-10.822, -5.431, -10.255], [-12.154, -4.668, -8.045], [-9.342, -4.278, -8.261], [-9.940, -5.887, -8.142], [-10.753, -3.623, -6.202], [-9.328, -4.672, -5.891], [-11.826, -4.723, -4.103], [-10.277, -5.682, -3.957], [-11.746, -6.528, -4.112], [-8.026, -5.626, -2.544], [-7.383, -5.590, -3.918], [-7.840, -6.763, -4.590], [-7.458, -5.037, -1.818], [-7.891, -6.655, -2.202], [-9.070, -5.380, -2.357], [-6.296, -5.613, -3.811], [-7.706, -4.731, -4.518], [-7.139, -7.192, -5.100], [-7.884, -9.800, -2.971], [-7.416, -11.127, -3.509], [-8.423, -12.128, -3.311], [-8.112, -9.841, -1.904], [-8.829, -9.526, -3.448], [-7.218, -8.961, -3.152], [-6.530, -11.520, -3.007], [-7.297, -11.073, -4.598], [-8.058, -13.008, -3.425], [-11.892, -5.289, -1.060], [-11.051, -6.343, -0.383], [-9.888, -5.728, 0.211], [-12.880, -5.710, -1.262], [-11.408, -5.051, -2.006], [-12.050, -4.387, -0.473], [-10.722, -7.120, -1.078], [-11.507, -6.858, 0.467], [-9.629, -6.102, 1.052]], "mulliken_charge": [0.146, -0.153, -0.861, 0.529, -1.253, -0.702, -0.499, 0.230, 0.218, 0.341, 0.273, 0.159, 0.442, 0.099, 0.351, 0.285, 0.305, -0.924, 0.157, -1.265, 1.681, -1.055, -0.887, 0.093, 0.442, 0.367, 0.424, 0.308, -0.626, -0.363, 0.424, 0.689, 0.368, 0.319, -0.700, -0.282, -0.424, 1.383, -1.645, -0.765, 0.405, 0.196, 0.130, 0.052, 0.341, -0.336, 0.332, 0.382, 0.376, 0.263, 0.283, -0.938, -0.348, -1.299, -0.033, 1.001, -1.262, -0.323, -0.310, -0.858, 0.403, 0.301, 0.285, 0.679, 0.465, 0.376, -0.090, -0.508, 0.488, 0.662, 0.646, -0.265, 0.365, 0.248, 0.263, -0.127, -0.487, 0.060, -0.342, -0.279, -0.908, -0.200, -0.381, -0.312, 0.343, 0.060, -0.176, -0.145, 0.434, 0.295, -0.007, 0.284, 0.503, 0.323, -0.044, 0.477, 0.113, 0.525, -0.058, -0.899, 0.248, -0.926, -0.073, -0.366, -0.974, -0.007, -0.318, -0.840, 0.267, 0.387, 0.139, 0.431, 0.271, -0.058, 0.412, 0.231, 0.467, 0.322, -0.083, 0.477, 0.338, 0.221, 0.464, -0.708, -0.315, -0.600, -0.192, -0.271, 0.015, 0.884, -0.419, -0.565, 0.299, 0.253, 0.282, 0.344, 0.359, 0.115, 0.199, 0.284, 0.032, -0.216, 0.427, -0.853, 0.484, -0.069, 0.341, 0.034, 0.581, 0.665, 0.685, -0.486, -0.541, -0.399, -0.370, -0.261, -0.531, 0.507, -0.646, 0.309, 0.254, -0.212, 0.460, -0.506, 0.331, -0.532, -0.235, -0.496, 0.391, -0.380, 0.304, 0.103, 0.511, 0.267]}



| no. | F_max (eV Å⁻¹) |
| --- | --- |
| 1 | 2.224 |
| 2 | 3.121 |